C77H110NO31P2 | the ωB97M-V functional and the def2-TZVPD basis

Geometry as XYZ:
```
221
Properties=species:S:1:pos:R:3:forces:R:3
C -1.172207 0.531569 -1.230245 0.0 -0.2 -0.7
C -0.042290 -0.538208 -1.189798 -0.1 -2.5 -1.7
C 0.865148 -0.481396 -2.488686 1.5 0.2 1.4
C 1.765177 0.749027 -2.487032 -0.3 0.4 -0.2
C 2.675608 0.831892 -1.233690 -1.4 -0.4 0.0
C 1.869397 0.809318 0.161526 1.6 -1.0 -2.0
N 0.771136 -0.316099 0.045413 -4.7 2.7 7.3
O 0.099420 -0.422190 1.271751 4.3 -0.4 -7.9
C 1.157509 2.146106 0.439650 -0.6 0.1 1.4
C 2.831332 0.399339 1.282989 0.1 0.9 0.7
C -0.663132 -1.984351 -1.149320 -1.0 -0.4 0.4
H -1.759703 0.237826 -2.100110 -0.2 -0.4 0.1
H -0.859116 1.523339 -1.556535 0.4 0.0 0.7
H -1.822127 0.529795 -0.355205 0.3 0.1 0.1
H 0.381328 -0.591147 -3.459239 -0.8 0.2 0.5
H 1.567326 -1.315017 -2.478015 -0.2 -0.4 0.3
H 1.142530 1.621955 -2.683032 0.0 0.5 0.6
H 2.365309 0.744407 -3.396936 0.4 -0.3 0.1
H 3.319859 1.707711 -1.310970 -0.2 0.2 0.5
H 3.346306 -0.026716 -1.266097 0.0 -0.2 0.2
H 0.454563 2.596592 -0.261084 0.4 -0.5 -0.5
H 1.860059 2.920287 0.748140 0.6 -0.2 -0.6
H 0.599389 2.050467 1.371018 -0.3 -0.4 0.1
H 3.712733 1.029410 1.163584 0.2 0.0 -0.3
H 3.177203 -0.631303 1.362002 -0.3 -0.1 -0.7
H 2.473068 0.670317 2.276126 -0.5 -0.1 -0.1
H -1.500216 -2.124718 -1.833199 -0.1 0.9 -0.4
H -1.123796 -2.278658 -0.206304 0.2 0.5 0.4
H -0.088039 -2.862766 -1.442153 1.1 0.6 0.1
C 1.350887 7.034989 2.910197 0.7 -1.8 2.0
C 1.453324 7.346931 4.300556 0.6 -0.1 -1.2
C 2.067910 6.445410 5.179567 -0.3 -0.9 0.5
C 2.588831 5.252493 4.689810 -0.9 -0.7 0.0
C 2.428083 4.859492 3.375521 -0.8 0.9 -0.8
C 1.773146 5.730830 2.500343 0.4 2.4 -0.5
O 1.721965 5.387220 1.163958 0.0 -1.0 0.0
O 2.076677 6.606838 6.559749 -0.3 1.4 -0.7
H 0.922104 7.768300 2.243260 0.0 -0.1 -0.2
H 1.148000 8.339563 4.596985 -0.2 -0.1 0.4
H 2.887447 4.492616 5.396795 0.5 0.1 0.2
H 2.725466 3.906778 2.962847 0.2 -0.1 0.3
H 1.645775 6.117627 0.545662 -0.1 0.3 0.4
H 2.134953 5.778888 7.042149 0.1 -0.2 -0.4
C -3.966758 3.214459 1.063830 -0.2 -0.5 0.3
C -5.051693 2.912294 1.887370 -0.4 -0.3 -0.8
C -6.180810 2.241825 1.361825 0.9 0.3 0.8
C -6.186067 1.807138 0.033308 0.1 1.3 0.9
C -5.084293 2.113435 -0.771119 0.3 -0.3 0.8
C -3.927762 2.734603 -0.238094 -2.1 0.1 -1.0
O -2.900490 3.043246 -1.097364 1.0 0.3 0.3
O -7.260674 2.094224 2.206190 0.6 0.0 -0.2
H -3.201211 3.845185 1.491055 0.4 -0.1 -0.2
H -5.007842 3.261377 2.908459 -0.3 0.0 0.1
H -7.163099 1.468559 -0.278437 0.2 -0.4 -0.8
H -5.113233 1.874689 -1.824000 0.0 -0.2 -0.2
H -3.203257 3.167940 -1.999796 -0.5 -0.1 0.2
H -7.883729 1.451323 1.859672 -0.1 0.0 -0.2
C 2.440012 -4.839051 -4.341764 -1.5 0.1 -1.4
C 1.570881 -5.949698 -4.472625 0.0 0.1 -0.1
C 0.179037 -5.833003 -4.569375 1.2 1.4 1.0
C -0.362947 -4.514004 -4.595368 0.4 -1.1 -0.7
C 0.470102 -3.406681 -4.632209 1.4 -0.7 -0.4
C 1.881863 -3.579544 -4.500285 -0.5 0.4 0.4
O 2.690960 -2.447874 -4.519189 -0.9 0.1 0.0
O -0.643572 -6.914000 -4.549100 -0.8 0.4 -0.3
H 3.512598 -4.880064 -4.461230 0.2 -0.6 0.5
H 1.965694 -6.952101 -4.548158 0.3 -0.1 0.2
H -1.418683 -4.401160 -4.793120 -0.2 0.1 0.2
H 0.090820 -2.478484 -5.033454 0.0 0.3 0.6
H 3.594285 -2.644668 -4.777785 0.0 -0.3 0.0
H -0.193487 -7.754133 -4.434134 0.4 0.1 0.0
C -6.701906 -2.799082 -1.916090 0.1 0.3 0.0
C -5.366839 -2.861032 -2.276566 0.3 -0.3 -0.8
C -4.843666 -1.976030 -3.213025 -4.5 1.1 0.9
C -5.676833 -0.979810 -3.755677 -1.8 0.2 0.7
C -7.030049 -0.824983 -3.327598 2.8 -1.1 0.7
C -7.492156 -1.760032 -2.378490 2.2 0.4 -2.0
O -8.737777 -1.592536 -2.052788 -3.8 0.6 1.3
O -3.606883 -2.051595 -3.562592 4.0 -0.5 -0.9
H -7.153872 -3.529161 -1.261023 0.1 -0.2 0.2
H -4.700387 -3.660407 -1.988044 -0.1 -0.1 0.4
H -5.341699 -0.309613 -4.533446 0.4 0.0 0.0
H -7.604319 0.042475 -3.617658 -0.3 -0.3 -0.2
H -9.251652 -2.382902 -1.871524 0.3 -0.2 0.1
H -3.310057 -1.162624 -3.770486 0.2 0.2 -0.3
C -0.108834 5.073840 -4.654482 2.3 1.1 -0.2
C 0.679271 5.883494 -5.494971 -0.5 -0.6 -0.2
C 2.049662 6.021433 -5.344036 -0.6 -1.1 0.3
C 2.676183 5.344459 -4.286342 0.3 0.5 -0.1
C 1.941657 4.633919 -3.367709 -1.8 0.0 0.2
C 0.543367 4.537874 -3.538880 -0.6 0.3 -0.9
O -0.285057 3.935989 -2.630761 0.6 -0.8 0.9
O 2.781121 6.627934 -6.297259 1.2 0.4 0.1
H -1.158633 4.918581 -4.855037 -0.1 0.1 0.1
H 0.271845 6.339745 -6.385045 -0.4 0.0 -0.1
H 3.739907 5.375865 -4.102230 0.1 0.3 -0.4
H 2.404735 4.221413 -2.483515 0.1 -0.2 0.0
H -1.162465 3.904905 -3.019087 -0.1 0.2 0.2
H 2.268462 7.024095 -7.005663 -0.3 -0.1 0.2
C -0.633971 -0.837920 -6.731272 -0.9 -0.6 0.1
C -1.767171 -0.654113 -5.911835 0.7 0.0 -0.8
C -1.803688 0.447523 -5.093426 -0.4 1.0 0.6
C -0.778640 1.374820 -5.001003 1.0 -1.2 -1.3
C 0.308589 1.175317 -5.867740 -0.6 0.8 0.6
C 0.384223 0.069347 -6.713277 1.7 1.4 -0.2
O 1.529179 -0.101093 -7.505570 -1.2 -0.8 0.3
O -2.928982 0.720884 -4.326494 -0.4 -0.8 0.2
H -0.575074 -1.662098 -7.426741 -0.1 -0.2 0.0
H -2.610299 -1.322250 -6.007308 0.0 0.0 0.1
H -0.820975 2.132849 -4.232888 0.2 0.3 -0.2
H 1.051640 1.954484 -5.952442 0.4 0.0 0.3
H 1.965867 0.716585 -7.755182 -0.3 0.3 0.3
H -3.095832 1.666255 -4.321426 0.0 0.0 -0.1
C 2.161609 -1.016903 5.988725 0.9 2.2 -0.9
C 3.178259 -1.858705 6.454974 -0.5 0.3 0.0
C 4.495818 -1.637778 6.125956 1.5 1.1 0.2
C 4.880772 -0.560285 5.266277 -1.9 -1.4 0.0
C 3.845595 0.176390 4.676579 -0.6 0.4 0.9
C 2.491211 0.073463 5.113841 1.3 -2.2 0.9
O 1.561014 0.987360 4.686399 0.2 0.0 -0.3
O 5.533823 -2.298800 6.761168 -0.1 0.3 -0.8
H 1.177003 -0.972449 6.430285 -0.2 -0.6 0.0
H 2.971238 -2.643705 7.167240 -0.2 -0.1 0.1
H 5.916613 -0.396570 5.008177 0.0 0.0 0.1
H 4.083296 0.968021 3.981447 0.1 0.1 0.0
H 0.970595 1.203095 5.411972 -0.2 0.0 0.1
H 5.253476 -2.975151 7.382113 -0.4 0.0 0.0
C -6.205873 -6.621699 0.973653 1.9 1.1 -0.6
C -5.061218 -5.757763 0.915641 -1.6 -1.4 -0.1
C -4.286014 -5.759069 -0.217806 -0.9 0.1 -1.2
C -4.716833 -6.444876 -1.394006 -0.7 -1.3 1.0
C -5.810365 -7.344020 -1.338565 0.5 1.2 1.3
C -6.540711 -7.396294 -0.133167 -1.1 -0.1 0.7
O -7.714982 -8.161907 -0.033329 1.0 0.1 -0.8
O -3.196929 -4.989783 -0.290493 1.1 0.1 -1.8
H -6.746124 -6.669249 1.907611 -0.3 -0.1 -0.1
H -4.800812 -5.070186 1.706726 0.0 -0.3 0.3
H -4.199073 -6.386130 -2.339984 0.4 0.2 0.2
H -6.076736 -7.981808 -2.168432 -0.1 0.2 -0.1
H -8.135000 -7.980283 0.810586 0.1 0.0 0.1
H -2.982416 -4.451878 0.475175 -0.3 0.0 0.8
C 5.174125 -2.368268 -1.479124 1.5 -1.6 1.6
C 6.564344 -2.539374 -1.219780 -1.2 0.2 0.1
C 7.028331 -3.094845 0.007568 -1.3 1.1 -1.2
C 6.099196 -3.608003 0.874138 -0.2 -0.7 0.0
C 4.750438 -3.567117 0.575135 0.9 -0.6 1.7
C 4.302902 -2.944726 -0.524533 -0.1 1.7 -1.9
O 2.974763 -2.754926 -0.631637 -1.2 0.6 -1.2
O 8.295021 -2.941106 0.417494 1.4 0.0 -0.6
H 4.878923 -1.855877 -2.382838 -0.4 -0.1 0.0
H 7.177896 -2.180523 -2.032904 0.7 0.0 0.4
H 6.469265 -4.085860 1.769181 -0.2 0.0 0.3
H 3.996736 -3.882618 1.281385 0.1 -0.3 0.2
H 2.507682 -3.353673 -0.044316 -0.3 -0.3 0.4
H 8.467490 -3.504739 1.175238 0.0 -0.1 0.1
C 6.941426 0.750687 -1.293818 -0.1 -0.8 -0.9
O 6.359236 1.906840 -0.795420 -1.7 3.1 0.5
P 6.194383 3.245213 -1.708922 2.7 -0.1 -0.3
O 7.498125 3.976959 -1.912705 -2.5 -0.9 0.5
O 5.588825 2.672831 -3.084639 -0.4 0.2 1.4
C 5.782038 3.374574 -4.313814 0.4 -0.1 -0.5
O 4.998994 4.060329 -1.030903 0.7 -1.3 -1.0
C 5.222102 5.100427 -0.090984 -0.7 0.7 0.3
H 7.429517 0.169012 -0.511817 0.3 0.5 0.1
H 7.611458 1.072280 -2.091150 0.3 -0.8 -0.1
H 6.110526 0.126793 -1.623135 0.3 -0.1 -0.5
H 4.839773 3.406877 -4.860803 0.0 -0.1 0.1
H 6.518933 2.797877 -4.872842 -0.1 0.1 -0.2
H 6.174077 4.383420 -4.184830 0.0 0.0 0.2
H 4.902446 6.040671 -0.540276 0.3 0.1 -0.2
H 6.260751 5.182753 0.229198 -0.2 -0.2 0.1
H 4.484096 4.919309 0.690447 0.5 0.0 0.4
C -1.614005 -0.705410 4.209765 -0.3 1.0 0.4
O -1.587622 -1.978053 3.619331 -2.1 -1.9 -2.1
P -2.882574 -2.611952 2.829824 -1.1 2.4 3.3
O -2.558717 -3.678895 1.902557 0.4 -0.3 -0.5
O -3.783508 -3.026895 4.122221 -0.1 -0.3 -0.7
C -5.137676 -3.629296 4.043845 1.0 0.2 -0.8
O -3.747293 -1.352285 2.250349 2.9 -0.3 2.4
C -4.667065 -1.510169 1.244938 -1.0 -0.8 -1.8
H -2.611197 -0.283351 4.334558 -0.2 -0.2 -0.2
H -1.050072 -0.036776 3.559378 0.2 0.1 0.3
H -1.195924 -0.804160 5.211550 0.3 0.1 -0.2
H -5.052434 -4.711672 4.140230 0.1 0.1 0.2
H -5.570908 -3.431244 3.063444 -0.1 0.1 0.1
H -5.794958 -3.217843 4.809873 0.5 0.1 0.1
H -4.164283 -1.387646 0.285619 -0.3 -0.1 -0.2
H -5.482215 -0.789411 1.309341 0.2 0.1 0.3
H -5.083811 -2.514679 1.318326 -0.3 0.0 -0.5
C 1.771027 -2.727466 3.189767 0.3 -0.3 0.4
O 1.642721 -3.469076 1.947032 0.1 0.5 1.1
C 1.015892 -4.735295 2.203155 -0.7 0.0 -0.4
C 0.400931 -5.319070 0.916679 1.0 -0.1 0.4
O 1.533370 -5.719230 0.136413 -0.6 0.5 -0.6
C 1.211008 -6.270215 -1.135906 0.1 0.0 -0.5
H 1.814788 -3.317205 4.105403 -0.4 -1.0 -0.2
H 0.943881 -2.044991 3.385091 0.0 0.2 -0.6
H 2.733106 -2.242881 3.356166 0.1 0.5 -1.1
H 0.253134 -4.557277 2.961187 -0.2 -0.3 0.0
H 1.773326 -5.412217 2.598350 0.0 -0.2 0.0
H -0.257173 -4.599495 0.429634 0.3 0.4 -0.3
H -0.234483 -6.193685 1.055950 0.0 -0.1 0.7
H 1.737358 -5.768007 -1.947591 0.3 0.2 0.4
H 0.169351 -6.194447 -1.447849 -0.4 0.1 0.5
H 1.489796 -7.322836 -1.184537 0.0 -0.1 0.2
C -1.194876 3.814416 4.017080 -0.6 0.7 -1.7
O -2.325735 3.897853 4.874788 0.6 0.0 -0.2
C -2.826109 5.204590 5.132027 -0.1 0.4 1.7
C -1.884763 5.985442 6.129001 0.5 -1.2 0.5
O -2.436445 6.432450 7.358423 -1.7 0.8 -0.4
C -1.448406 7.000559 8.148253 0.7 0.4 1.2
H -1.427061 4.260680 3.050104 -0.6 0.4 -0.4
H -0.993794 2.797484 3.680179 0.0 -0.3 0.9
H -0.281166 4.379170 4.202244 0.1 -0.2 1.3
H -3.795095 5.064775 5.611198 0.1 -0.3 0.5
H -3.149049 5.761833 4.252663 0.9 0.1 -0.5
H -1.293885 6.780498 5.674201 -0.1 0.1 -0.3
H -1.215343 5.271818 6.609345 0.8 -0.8 -1.4
H -1.846336 7.457874 9.054134 -0.7 0.5 -0.5
H -0.800955 7.697352 7.615913 -0.2 0.3 -0.2
H -0.768784 6.310700 8.648569 0.3 -1.0 -0.6
```
Forces are in eV/Å.

energy	-165161.033	eV
Kohn-Sham gap	3.40	eV
total charge	+1
E_LUMO	-5.85	eV
spin multiplicity	1
HOMO energy	-0.3403	Eh

Atomic partial charges in e from the Löwdin method, atoms 1 to 99: 0.0174, -0.3594, -0.1055, -0.1639, -0.0656, -0.3471, 0.1848, 0.1263, 0.0099, -0.0069, 0.0108, 0.0821, 0.0580, 0.0995, 0.1099, 0.0971, 0.0821, 0.1192, 0.1050, 0.1013, 0.0808, 0.0786, 0.0851, 0.0999, 0.0911, 0.0579, 0.0822, 0.0677, 0.0841, 0.0121, -0.0058, -0.3047, -0.0299, -0.0297, -0.3121, 0.0033, 0.0260, 0.1089, 0.1138, 0.1165, 0.1086, 0.1061, 0.0980, -0.0056, 0.0094, -0.3106, -0.0222, -0.0044, -0.3121, 0.0069, 0.0445, 0.1027, 0.1144, 0.1177, 0.1040, 0.0892, 0.1001, -0.0197, -0.0390, -0.3205, 0.0101, -0.0104, -0.2933, 0.0123, 0.0514, 0.1176, 0.1147, 0.1142, 0.0787, 0.0970, 0.1077, -0.0067, -0.0016, -0.3896, -0.0014, 0.0154, -0.3989, 0.0628, 0.0631, 0.1162, 0.0990, 0.0990, 0.1115, 0.1220, 0.0537, -0.0114, -0.0136, -0.3277, -0.0082, -0.0019, -0.3200, 0.0032, 0.0649, 0.1142, 0.1144, 0.1056, 0.1090, 0.0669, 0.1100